76
Properties=species:S:1:pos:R:3 method="wB97M-V/def2-TZVPD" homo_lumo_gap_ev="4.62 / 4.61" relative_energy_kj_mol=40.1 homo_ha="-0.0998 / -0.0995" multiplicity=1 total_energy_ha=-4232.329996 max_force_ha_per_bohr=0.04347 total_charge=-1
O -0.837 3.428 -3.372
C -4.029 0.280 0.825
H -2.343 1.483 4.266
H 2.095 -0.930 -2.467
H 1.332 5.468 3.250
H 0.433 -2.390 -1.233
H -3.623 0.290 -0.175
C -0.583 -2.125 -1.550
H 2.417 0.299 -3.741
S 1.181 1.858 4.060
C -5.849 0.245 2.352
N -0.305 -0.035 -2.870
C -0.183 3.591 2.273
N -0.199 -2.799 1.349
S 2.819 -1.908 -4.449
H -2.716 -4.883 1.303
C 2.901 -0.515 0.960
C 5.397 -2.620 -4.747
N 1.649 -0.955 1.154
C -2.038 -4.040 1.325
H 1.000 2.091 0.492
Fe -1.156 0.130 1.435
H -1.596 2.319 -0.977
C -0.353 5.026 1.760
C -5.392 0.285 1.051
N -0.357 2.367 -3.606
C 1.961 -0.668 -3.521
C -0.654 -4.063 1.309
N 0.780 0.065 0.979
H -5.238 0.215 4.412
C -4.927 0.231 3.373
S -1.386 2.515 1.526
H 0.340 -0.180 -4.846
C -2.352 -2.679 1.381
H 0.135 -1.714 -4.013
C -3.569 0.264 3.069
O -1.319 -0.151 3.647
N -1.277 0.203 -0.910
C 0.480 -0.691 -3.914
C -2.495 0.407 4.115
H -6.078 0.313 0.214
H 4.747 -0.713 -3.878
N -1.236 -1.945 1.395
C -0.721 -0.658 -1.757
B 1.339 -2.474 1.363
H 0.536 5.386 1.223
H 3.684 1.490 0.433
H 5.087 -3.668 -4.727
H 3.741 -1.188 1.074
H -6.912 0.242 2.568
C -0.630 1.310 -2.690
C 4.488 -1.775 -3.852
H -0.610 0.588 3.743
H 2.687 4.329 3.092
H -2.813 -0.043 5.057
O 2.789 -1.539 -5.846
C 0.776 3.337 3.189
C 1.705 4.484 3.559
H 4.465 -2.134 -2.820
O 0.354 2.152 -4.553
O 2.288 -3.191 -4.052
H 1.869 4.489 4.640
H -0.805 -2.675 -2.466
H 1.818 -2.847 2.417
H -1.196 5.078 1.068
H -0.551 5.726 2.579
H 0.038 -4.892 1.252
C 1.495 1.145 0.663
C -1.234 1.424 -1.479
H -3.321 -2.200 1.412
H 5.345 -2.274 -5.779
N -3.131 0.250 1.809
H 1.829 -3.082 0.415
H 6.427 -2.555 -4.402
C 2.855 0.826 0.631
H -1.270 -2.434 -0.769